(1)
{"formula": "C28H39IrN3O3SSeSi2", "method": "wB97M-V/def2-TZVPD", "species": ["Ir", "C", "N", "C", "C", "O", "C", "O", "C", "C", "O", "N", "C", "C", "H", "H", "H", "H", "H", "H", "H", "H", "H", "H", "H", "H", "H", "H", "H", "H", "C", "Si", "C", "C", "C", "C", "C", "C", "N", "C", "S", "H", "H", "H", "H", "H", "H", "H", "H", "H", "H", "H", "H", "C", "C", "C", "C", "C", "C", "Si", "C", "C", "C", "C", "C", "C", "H", "H", "H", "H", "H", "H", "H", "H", "H", "H", "H", "Se"], "xyz": [[-0.607, -0.963, 0.216], [-1.275, -2.687, 4.316], [-0.331, -1.591, 4.154], [-0.090, -0.689, 5.269], [-0.008, -1.242, 2.939], [-0.280, -1.973, 1.922], [0.639, 0.161, 2.687], [0.910, 0.290, 1.248], [2.274, -0.108, 0.758], [2.313, -1.606, 0.404], [1.255, -2.185, -0.040], [3.477, -2.266, 0.583], [3.450, -3.738, 0.560], [4.809, -1.665, 0.681], [-1.177, -3.121, 5.307], [-1.062, -3.419, 3.552], [-2.307, -2.355, 4.183], [-0.690, -0.927, 6.144], [-0.245, 0.336, 4.962], [0.977, -0.705, 5.552], [1.550, 0.313, 3.296], [-0.108, 0.956, 2.900], [2.999, 0.095, 1.575], [2.474, 0.509, -0.157], [2.673, -4.116, -0.103], [3.203, -4.116, 1.547], [4.434, -4.086, 0.243], [5.235, -1.935, 1.635], [4.741, -0.585, 0.577], [5.444, -2.083, -0.110], [-3.911, 4.706, 2.095], [-4.360, 2.947, 1.701], [-4.363, 1.819, 3.201], [-6.047, 2.875, 0.951], [-3.251, 2.423, 0.276], [-3.293, 3.133, -0.928], [-2.613, 2.601, -2.035], [-1.932, 1.404, -1.912], [-1.625, 0.834, -0.727], [-2.490, 1.208, 0.292], [-2.604, -0.079, 1.425], [-4.690, 5.179, 2.700], [-3.813, 5.275, 1.185], [-2.970, 4.770, 2.641], [-4.986, 2.214, 4.003], [-3.382, 1.616, 3.599], [-4.797, 0.856, 2.888], [-6.779, 2.925, 1.741], [-6.192, 1.960, 0.419], [-6.281, 3.698, 0.281], [-3.890, 4.053, -1.015], [-2.615, 3.144, -2.970], [-1.670, 0.885, -2.817], [1.425, 2.963, -4.227], [1.594, 2.907, -2.844], [1.201, 1.727, -2.143], [0.785, 0.587, -2.812], [0.789, 0.627, -4.193], [0.979, 1.803, -4.901], [0.216, -1.067, -1.985], [1.753, -1.997, -2.778], [2.966, -1.372, -3.103], [4.034, -2.036, -3.700], [3.959, -3.400, -3.971], [2.796, -4.092, -3.588], [1.709, -3.370, -3.047], [1.591, 3.858, -4.801], [2.053, 3.717, -2.299], [1.138, 1.735, -1.038], [0.612, -0.279, -4.776], [0.861, 1.781, -5.974], [-0.863, -1.494, -2.914], [3.069, -0.284, -2.972], [4.932, -1.502, -3.986], [4.750, -3.912, -4.509], [2.707, -5.173, -3.689], [0.793, -3.954, -2.843], [-1.972, -2.718, -0.698]], "lowdin_spin": [1.76, 0.00, 0.01, 0.00, 0.03, 0.10, 0.01, 0.06, 0.01, 0.01, 0.12, 0.00, 0.00, 0.00, 0.00, 0.00, 0.00, 0.00, 0.00, 0.00, 0.00, 0.00, 0.00, 0.00, 0.00, 0.00, 0.00, 0.00, 0.00, 0.00, 0.00, 0.00, 0.01, 0.00, 0.04, 0.24, 0.04, 0.19, 0.37, 0.17, 0.28, 0.00, 0.00, 0.00, 0.00, 0.00, 0.01, 0.00, 0.00, 0.00, 0.02, 0.00, 0.01, 0.00, 0.00, 0.01, 0.00, 0.00, 0.00, 0.05, 0.01, 0.00, 0.00, 0.00, 0.00, 0.00, 0.00, 0.00, 0.00, 0.00, 0.00, 0.03, 0.00, 0.00, 0.00, 0.00, 0.00, 1.39], "spin_multiplicity": 6, "s2": 8.80, "relative_energy_kcal_mol": 0.0, "e_tot_ha": -4963.0408, "homo_lumo_gap_ev": [2.968, 4.956]}



(2)
{"formula": "CH32F3O19SZr", "method": "wB97M-V/def2-TZVPD", "species": ["Zr", "C", "F", "F", "F", "S", "O", "O", "O", "O", "H", "H", "O", "H", "H", "O", "H", "H", "O", "H", "H", "O", "H", "H", "O", "H", "H", "O", "H", "H", "O", "H", "H", "O", "H", "H", "O", "H", "H", "O", "H", "H", "O", "H", "H", "O", "H", "H", "O", "H", "H", "O", "H", "H", "O", "H", "H"], "xyz": [[9.519, 8.153, 7.982], [5.102, 8.592, 6.511], [3.898, 8.978, 6.812], [5.243, 7.315, 6.809], [5.341, 8.794, 5.229], [6.314, 9.650, 7.464], [5.694, 9.840, 8.740], [7.550, 8.783, 7.535], [6.637, 10.790, 6.640], [4.259, 10.346, 2.561], [3.926, 10.815, 1.782], [4.668, 9.547, 2.203], [5.162, 12.636, 10.200], [4.484, 11.946, 10.190], [5.187, 12.989, 9.295], [1.814, 11.688, 7.835], [1.028, 11.221, 8.137], [2.540, 11.097, 8.047], [7.563, 11.896, 9.776], [6.630, 11.819, 9.495], [7.605, 12.755, 10.220], [8.760, 9.399, 9.777], [8.447, 10.350, 9.928], [8.718, 8.978, 10.658], [5.790, 13.262, 7.519], [6.008, 12.399, 7.139], [5.675, 13.860, 6.769], [9.446, 8.497, 5.747], [8.898, 8.876, 5.022], [10.207, 8.079, 5.291], [5.747, 6.616, 9.675], [5.038, 7.043, 10.179], [5.520, 5.675, 9.695], [6.421, 5.776, 4.193], [5.589, 6.139, 3.831], [6.165, 5.309, 4.998], [9.737, 10.327, 7.551], [9.663, 10.822, 6.708], [10.110, 10.970, 8.193], [8.284, 6.381, 6.760], [7.411, 5.920, 6.811], [8.792, 5.835, 6.134], [6.282, 4.360, 6.603], [6.238, 3.553, 6.062], [5.962, 4.081, 7.469], [8.423, 6.754, 9.421], [7.455, 6.537, 9.600], [8.916, 5.930, 9.617], [3.973, 6.851, 2.933], [3.978, 7.736, 3.318], [3.038, 6.609, 2.897], [6.360, 11.491, 3.796], [6.232, 11.430, 4.747], [5.528, 11.132, 3.384], [3.267, 9.937, 9.912], [2.937, 9.148, 10.357], [4.093, 9.673, 9.465]], "lowdin_charge": [2.31, -0.67, 0.23, 0.17, 0.18, 0.68, -0.23, -0.46, -0.24, -0.03, 0.09, 0.06, -0.04, 0.04, 0.02, -0.05, 0.05, -0.02, -0.06, 0.00, 0.10, -0.12, 0.09, 0.13, -0.03, -0.01, 0.08, -0.09, 0.17, 0.14, -0.01, 0.10, 0.09, -0.06, 0.01, -0.03, -0.10, 0.15, 0.15, -0.11, 0.06, 0.11, -0.04, 0.11, 0.08, -0.13, 0.08, 0.13, -0.03, 0.02, 0.08, -0.09, -0.03, 0.00, -0.04, 0.06, -0.02], "total_charge": 3, "relative_energy_kcal_mol": 7.2, "e_tot_ha": -2230.6684, "homo_lumo_gap_ev": 2.597}



(3)
{"formula": "C24H24N5PPdS2", "method": "wB97M-V/def2-TZVPD", "species": ["Pd", "N", "N", "C", "N", "S", "H", "H", "H", "H", "H", "S", "C", "C", "C", "C", "C", "N", "H", "H", "H", "H", "N", "P", "C", "C", "C", "C", "C", "C", "C", "C", "C", "C", "C", "C", "C", "C", "C", "C", "C", "C", "H", "H", "H", "H", "H", "H", "H", "H", "H", "H", "H", "H", "H", "H", "H"], "xyz": [[0.765, 0.177, -0.442], [3.502, 0.684, 0.979], [2.698, 1.852, 0.961], [1.738, 1.971, -0.076], [0.815, 3.003, 0.227], [2.146, 1.564, -1.707], [4.124, 0.786, 0.184], [2.899, -0.100, 0.725], [2.244, 1.951, 1.860], [0.330, 2.733, 1.087], [0.065, 2.982, -0.455], [-2.514, 2.175, 1.182], [-1.731, 1.083, 2.274], [-2.450, 0.490, 3.348], [-1.814, -0.333, 4.240], [-0.447, -0.600, 4.085], [0.182, -0.016, 3.003], [-0.426, 0.792, 2.136], [-3.505, 0.713, 3.439], [-2.376, -0.775, 5.058], [0.100, -1.258, 4.749], [1.227, -0.223, 2.792], [0.285, -1.872, 0.144], [0.209, -2.541, -1.240], [0.020, -4.391, -1.060], [0.178, -5.333, -2.072], [0.060, -6.691, -1.810], [-0.217, -7.124, -0.518], [-0.366, -6.191, 0.499], [-0.245, -4.835, 0.230], [1.658, -2.545, -2.384], [1.568, -2.498, -3.772], [2.716, -2.503, -4.558], [3.965, -2.556, -3.960], [4.063, -2.598, -2.574], [2.919, -2.588, -1.795], [-1.168, -2.126, -2.408], [-1.278, -0.829, -2.905], [-2.343, -0.467, -3.716], [-3.331, -1.389, -4.038], [-3.246, -2.675, -3.529], [-2.174, -3.035, -2.722], [0.404, -5.006, -3.082], [0.188, -7.408, -2.614], [-0.310, -8.184, -0.307], [-0.574, -6.520, 1.512], [-0.340, -4.081, 1.006], [0.598, -2.440, -4.250], [2.626, -2.453, -5.637], [4.861, -2.545, -4.571], [5.036, -2.618, -2.096], [2.987, -2.580, -0.712], [-0.556, -0.062, -2.626], [-2.407, 0.553, -4.074], [-4.170, -1.097, -4.661], [-4.021, -3.403, -3.748], [-2.140, -4.045, -2.331]], "nbo_charge": [0.27, -0.67, -0.50, 0.14, -0.87, -0.33, 0.35, 0.35, 0.36, 0.40, 0.39, -0.52, 0.09, -0.30, -0.19, -0.34, 0.06, -0.54, 0.20, 0.18, 0.19, 0.18, -1.43, 1.63, -0.27, -0.23, -0.24, -0.24, -0.22, -0.22, -0.35, -0.24, -0.17, -0.25, -0.21, -0.19, -0.29, -0.20, -0.22, -0.23, -0.22, -0.24, 0.21, 0.19, 0.19, 0.20, 0.26, 0.22, 0.19, 0.19, 0.20, 0.24, 0.25, 0.21, 0.19, 0.19, 0.21], "total_charge": -2, "relative_energy_kcal_mol": 5.4, "e_tot_ha": -2468.3461, "homo_lumo_gap_ev": 5.432}



(4)
{"formula": "C8H25F3NO7V", "method": "wB97M-V/def2-TZVPD", "species": ["V", "C", "O", "O", "C", "F", "F", "F", "C", "C", "H", "H", "H", "H", "H", "H", "C", "C", "C", "O", "C", "N", "H", "H", "H", "H", "H", "H", "H", "H", "H", "H", "H", "O", "H", "H", "O", "H", "H", "O", "H", "H", "O", "H", "H"], "xyz": [[-3.240, -19.272, -9.250], [-6.488, -20.561, -7.785], [-6.864, -21.623, -8.696], [-5.351, -19.911, -8.298], [-7.549, -19.537, -7.288], [-7.147, -18.633, -6.452], [-8.106, -18.789, -8.255], [-8.642, -20.092, -6.740], [-8.006, -22.439, -8.409], [-8.172, -23.347, -9.556], [-7.162, -23.732, -9.699], [-8.814, -24.217, -9.413], [-8.468, -22.981, -10.539], [-8.852, -21.752, -8.383], [-8.203, -22.948, -7.466], [-6.297, -21.169, -6.901], [-4.234, -23.489, -10.309], [-3.048, -22.571, -10.165], [-1.832, -22.886, -10.972], [-0.848, -21.830, -10.712], [0.373, -21.745, -11.430], [-3.520, -21.122, -10.470], [-4.667, -23.551, -11.307], [-4.978, -23.143, -9.592], [-3.918, -24.495, -10.030], [-2.699, -22.543, -9.133], [-1.957, -22.981, -12.051], [-1.399, -23.830, -10.640], [0.563, -22.685, -11.948], [1.238, -21.303, -10.936], [0.213, -21.152, -12.330], [-4.525, -21.112, -10.369], [-3.555, -21.238, -11.473], [-2.093, -20.212, -7.714], [-2.493, -20.787, -7.061], [-1.219, -20.577, -7.852], [-3.013, -17.520, -7.821], [-3.260, -17.523, -6.896], [-2.594, -16.670, -7.954], [-4.260, -18.195, -10.968], [-4.787, -18.753, -11.540], [-4.774, -17.394, -10.874], [-1.392, -18.491, -9.996], [-1.107, -18.272, -10.884], [-0.580, -18.551, -9.492]], "nbo_charge": [0.98, 0.34, -0.56, -0.95, 0.92, -0.31, -0.35, -0.35, -0.09, -0.62, 0.20, 0.21, 0.21, 0.17, 0.18, 0.11, -0.64, -0.06, -0.07, -0.58, -0.27, -0.85, 0.21, 0.25, 0.22, 0.20, 0.17, 0.19, 0.17, 0.21, 0.17, 0.40, 0.36, -0.98, 0.50, 0.49, -0.96, 0.50, 0.50, -0.94, 0.49, 0.51, -1.17, 0.47, 0.40], "spin_multiplicity": 5, "s2": 6.00, "e_tot_ha": -2144.7335, "homo_lumo_gap_ev": [3.069, 8.574]}



(5)
{"formula": "C5H11O2", "method": "wB97M-V/def2-TZVPD", "species": ["C", "C", "H", "H", "H", "H", "H", "H", "C", "C", "C", "O", "O", "H", "H", "H", "H", "H"], "xyz": [[0.861, 0.320, -2.558], [1.582, -0.950, -2.106], [1.610, 1.061, -2.870], [0.266, 0.051, -3.422], [0.239, 0.745, -1.781], [0.820, -1.693, -1.869], [2.345, -0.878, -1.327], [2.148, -1.425, -2.924], [-0.470, 1.090, 1.202], [0.655, 1.003, 2.227], [-0.964, -0.279, 0.650], [-0.379, -1.297, 1.082], [-1.897, -0.203, -0.184], [-1.361, 1.589, 1.605], [-0.149, 1.691, 0.341], [0.397, 0.478, 3.140], [1.018, 1.996, 2.507], [1.461, 0.454, 1.754]], "nbo_charge": [-0.60, -0.60, 0.17, 0.19, 0.24, 0.23, 0.20, 0.17, -0.52, -0.60, 0.76, -0.79, -0.80, 0.19, 0.19, 0.20, 0.17, 0.21], "total_charge": -1, "relative_energy_kcal_mol": 4.0, "e_tot_ha": -347.6433, "homo_lumo_gap_ev": 7.981}



Q: What is the formula in the third record?
A: C24H24N5PPdS2



Q: Which formula does entry 2 have?
A: CH32F3O19SZr